Here is an isolated molecule of C3H5NO at a distorted geometry from the OMol25 dataset. Energies are from ωB97M-V with the def2-TZVPD basis set.

ORCA input file:
```
! wB97M-V def2-TZVPD RIJCOSX def2/J DEFGRID3
* xyz 0 1
O -0.560 -0.702 -2.221
C -0.222 -0.351 -1.114
C 0.576 -0.989 -0.050
C -0.030 0.497 0.872
N -0.592 0.772 -0.399
H 0.326 -2.003 0.262
H 1.276 -0.378 0.531
H -0.660 0.177 1.694
H 0.665 1.302 1.223
H -0.778 1.675 -0.798
*
```

The value obtained for the LUMO energy is 0.768 eV. The calculation puts the relative energy (zero: lowest compared OMol25 entry of this formula, charge and spin) at 63.3 kcal per mole. As for the HOMO energy: -0.34520 hartree. The total energy comes out at -247.2063 Ha. The structure (SMILES) is O=C1CCN1.

***

Here is an isolated molecule of C3H5NO at a distorted geometry from the OMol25 dataset. Energies are from ωB97M-V with the def2-TZVPD basis set.

ORCA input file:
```
! wB97M-V def2-TZVPD RIJCOSX def2/J DEFGRID3
* xyz 0 1
O -0.141 0.355 2.131
C -0.264 0.097 0.964
C 0.550 -0.865 0.082
C 0.259 0.050 -1.082
N -1.012 0.731 0.022
H 1.581 -0.901 0.453
H 0.145 -1.877 0.028
H 1.104 0.687 -1.385
H -0.762 0.095 -1.452
H -1.460 1.627 0.239
*
```

The value obtained for the LUMO energy is 0.807 eV. The calculation puts the relative energy (zero: lowest compared OMol25 entry of this formula, charge and spin) at 65.5 kcal per mole. As for the HOMO energy: -0.35734 hartree. The total energy comes out at -247.2029 Ha. The structure (SMILES) is O=C1CCN1.

***

Here is an isolated molecule of C3H5NO from the OMol25 dataset. Energies are from ωB97M-V with the def2-TZVPD basis set.

ORCA input file:
```
! wB97M-V def2-TZVPD RIJCOSX def2/J DEFGRID3
* xyz 0 1
C -0.952 -0.429 -0.339
C -0.651 0.839 0.330
N 0.304 0.284 -0.650
C 1.453 -0.324 -0.073
O 1.494 -0.918 0.976
H -0.858 -1.332 0.259
H -1.646 -0.467 -1.174
H -1.124 1.761 0.004
H -0.362 0.790 1.377
H 2.342 -0.205 -0.711
*
```

The value obtained for the LUMO energy is 1.124 eV. The calculation puts the relative energy (zero: lowest compared OMol25 entry of this formula, charge and spin) at 34.3 kcal per mole. As for the HOMO energy: -0.37125 hartree. The total energy comes out at -247.2526 Ha. The structure (SMILES) is O=CN1CC1.

***

Here is an isolated molecule of C3H5NO at a distorted geometry from the OMol25 dataset. Energies are from ωB97M-V with the def2-TZVPD basis set.

ORCA input file:
```
! wB97M-V def2-TZVPD RIJCOSX def2/J DEFGRID3
* xyz 0 3
C 0.960 -0.270 0.364
C 0.484 -0.243 -0.869
C -0.383 0.298 -1.660
N -0.200 -0.099 1.357
O -1.274 0.220 0.727
H 1.979 -0.562 0.599
H -1.151 -0.220 -2.364
H -0.223 1.360 -2.136
H 0.109 0.598 2.167
H -0.302 -1.082 1.814
*
```

The value obtained for the LUMO energy (alpha / beta) is 0.593 / -1.997 eV. The calculation puts the relative energy (zero: lowest compared OMol25 entry of this formula, charge and spin) at 125.3 kcal per mole. As for the HOMO energy (alpha / beta): -0.20173 / -0.33615 hartree. The total energy comes out at -246.9481 Ha. The expectation value of S² is 2.011.